# 1
A structure of composition C15H20NO5OsTe. Source: the Open Molecules 2025 dataset; level of theory: the ωB97M-V functional and the def2-TZVPD basis.

Energy above the lowest of the compared OMol25 structures with the same formula, charge and spin ... 0.0 kcal/mol
Orbital gap (alpha / beta) ... 0.2297 / 0.2543 Ha
Charge ... +1
Energy ... -37360.86148 eV
E_LUMO (alpha / beta) ... -5.8 / -5.2 eV
Molecular weight ... 612.16 g/mol

Cartesian coordinates (Å):
O  -2.3217  -2.6047  1.8122
H  0.3194  -3.4161  1.1679
H  2.9357  1.9717  0.1580
H  1.4015  -3.0388  -2.3045
C  -0.8397  0.9827  3.4543
H  -0.9738  -4.0437  0.1165
H  -0.7472  -0.1037  3.3821
C  0.5686  1.4445  1.3857
C  -0.7747  -2.3053  -1.8259
C  -0.6537  1.6164  2.1103
O  -0.4247  -1.0145  -3.8221
O  -1.1985  -0.8754  0.9492
H  -2.5042  3.8869  -1.3928
C  1.4738  -3.0213  -1.2161
H  -0.7900  -3.2023  -2.4423
O  2.4134  -0.7780  -1.0101
H  -2.5729  2.5055  2.0772
H  -1.7718  -2.1344  -1.4156
C  -0.3037  2.8196  -0.3999
Os  0.4438  -0.4957  0.0296
C  -1.6421  2.3686  1.5394
H  2.9274  -2.2943  0.2336
C  2.1268  2.2626  -0.5102
C  -1.4982  2.9555  0.2642
H  2.2613  3.3113  -0.7721
Te  1.9882  0.0158  2.0309
H  3.5536  -2.4769  -1.4115
C  -2.6250  3.7535  -0.3198
H  -1.8258  1.2023  3.8569
C  -1.4346  -2.1997  1.1306
H  -0.1639  3.2969  -1.3623
C  2.6839  -2.1904  -0.8212
H  -3.5837  3.2716  -0.1305
H  -2.6612  4.7423  0.1422
C  -0.4454  -3.1455  0.4386
H  2.3523  -0.5664  -1.9563
O  0.0007  -0.0643  -1.8419
C  0.7776  2.1037  0.1480
H  2.2235  1.6903  -1.4311
N  0.1936  -2.4397  -0.6947
C  -0.3802  -1.0778  -2.6305
H  1.5840  -4.0537  -0.8809
H  -0.0920  1.3408  4.1648

---

# 2
A cluster of 3 separate species, C39H82O14P3 in total at a distorted geometry. Source: the Open Molecules 2025 dataset; level of theory: the ωB97M-V functional and the def2-TZVPD basis.

Orbital gap ... 0.1558 Ha
Charge ... -1
Energy ... -98286.46250 eV
E_LUMO ... -0.6 eV
Molecular weight ... 867.99 g/mol

Cartesian coordinates (Å):
H  3.4539  1.4481  2.4432
O  1.7230  -5.6566  7.9101
H  -0.7861  -2.3826  -4.4406
C  3.7259  1.5944  -0.7219
C  -1.1888  -2.2927  -0.9343
C  2.4649  -5.3198  3.4187
H  -0.3470  -3.1976  2.6487
C  -0.1331  0.9144  1.2000
H  -8.5935  8.2767  -3.0524
H  -4.6927  3.8199  -6.0060
H  -0.0106  -0.8244  -3.5385
P  -6.8312  5.2718  -3.6530
C  5.4003  -0.4726  -2.5620
O  3.9553  -5.7863  7.1255
C  0.7681  -7.7738  5.5753
O  0.9960  -6.4001  5.8551
H  3.5404  2.1074  -3.6773
H  0.0826  3.1222  -2.1399
H  -3.9030  2.5684  -5.0154
C  -4.3701  4.3863  -3.9390
H  -0.5836  4.7070  -1.3783
P  2.5576  -6.0762  6.5255
H  1.4868  -8.1104  4.8214
C  6.1405  0.6010  -1.5689
O  -6.6161  5.3533  -2.1218
O  2.4331  -4.6201  5.7470
C  -1.4020  -3.0637  0.5180
H  0.1838  1.8208  4.8524
C  2.3822  -5.7218  9.1711
C  5.2267  1.9691  -1.2702
H  -7.9076  3.3015  -5.4271
H  4.7162  0.1679  -3.2999
H  5.7856  2.4991  -0.3579
H  6.0486  -2.7918  -5.2861
P  1.4419  1.8606  0.5504
C  -0.3407  -1.3018  -4.5740
H  -7.1911  8.5132  -0.8802
C  -0.3742  3.5525  -1.1529
C  0.2033  -0.4203  5.6535
H  -4.4442  3.9401  -2.9438
C  6.4066  -1.3504  -3.5134
H  -9.4646  4.7160  -4.0746
H  1.6318  1.4324  6.0092
O  -5.2363  5.5045  -4.0324
H  6.1859  -3.7227  -3.6499
H  -1.5363  0.5074  2.9565
C  -8.1371  4.3231  -5.7461
H  -0.0769  -1.1315  4.7580
H  -2.6948  3.7146  -1.2861
H  7.4170  -1.6721  -2.9685
O  1.2803  1.1040  -1.0167
C  2.4961  1.8045  3.0118
H  3.5986  -3.9724  8.6583
O  -2.2318  -1.5624  -1.6724
H  -8.4647  6.8316  -2.0682
H  0.1858  -8.2837  7.5960
C  2.5396  1.2123  -1.8263
H  2.6092  -6.3860  3.6170
O  1.4856  2.4807  2.1887
H  -0.8069  -0.2015  6.2303
H  -5.6336  2.8839  -4.8453
H  -9.6873  5.8021  -5.4433
H  -2.1317  1.8968  -2.9272
H  1.6639  2.4736  -3.6527
O  0.0601  -2.4098  -1.4655
H  -6.4701  9.1376  -2.3788
H  4.7401  -1.1747  -1.8601
C  -1.8993  2.9178  -0.8892
H  -4.1492  1.2205  -0.5280
C  3.0669  -4.4038  9.5075
H  3.0900  -6.5594  9.1893
H  0.8648  -2.8374  1.0961
C  -2.1601  1.5590  -1.8028
H  -4.1509  -1.3857  -0.7531
H  1.8784  -8.6161  7.2391
H  -2.4376  -3.5627  0.7376
H  0.9669  -0.9710  6.3651
H  2.8833  0.0129  4.4103
H  6.4060  0.0156  -0.5741
C  -9.4716  4.7651  -5.1671
C  3.1065  -4.4794  4.5076
O  -7.0715  5.1807  -5.3638
H  2.9074  -5.0982  2.4439
O  0.8180  -1.2634  -5.4907
O  3.0099  2.5909  0.1424
H  1.3895  4.3773  0.0880
H  -1.2424  0.8524  -1.6343
H  2.1022  0.6109  0.9528
H  2.3225  -3.6583  9.8113
C  3.3620  -1.8061  -5.1509
C  0.5924  3.5157  0.1603
H  1.3857  -5.1411  3.3680
C  -6.8056  8.2294  -1.8640
H  -5.9153  7.6152  -1.7222
H  2.8731  2.6143  3.8042
H  -0.3830  -0.0776  0.5847
C  -3.5037  0.7179  -1.3799
C  4.1235  -2.8152  -4.0605
H  1.3469  -0.2631  3.2798
H  -0.0962  3.7759  1.1003
H  3.9175  0.5155  -0.2480
H  2.8989  3.3818  -2.4368
C  -3.1146  -0.7944  -0.7810
C  5.7594  -2.7246  -4.1305
H  3.8373  -3.9171  -4.4193
C  -0.9645  1.3616  2.3494
C  0.8689  -8.6420  6.8192
H  0.6289  -9.6834  6.5848
H  3.0511  -3.4230  4.2269
H  6.7652  -0.7043  -4.4494
H  1.6247  -3.1713  -6.0407
H  -3.3478  4.7573  -4.0629
C  0.9509  0.9865  5.1464
H  3.7814  -1.9486  -6.2351
H  -1.0971  2.4721  2.7156
H  5.2574  2.7392  -2.1506
H  3.6738  -2.7129  -2.9788
C  -4.6613  3.3559  -5.0146
H  1.6284  -5.9401  9.9334
H  3.7768  -4.5370  10.3293
H  1.4521  -2.8456  -4.1856
C  -0.2343  -3.0469  1.4713
H  3.3152  -0.6937  -4.7854
H  -1.2296  -0.6251  -4.9825
H  -2.1341  2.7764  0.2487
H  -2.6782  -0.5933  0.2927
H  -10.2814  4.1233  -5.5272
H  2.6992  0.2185  -2.4685
C  1.9480  0.5338  3.8918
H  7.1712  0.8962  -2.0647
H  -0.2350  -7.8627  5.1463
C  -7.8839  7.5310  -2.6817
H  -4.1330  0.5743  -2.3823
C  2.6255  2.3616  -2.9934
H  -8.1916  4.3292  -6.8393
H  4.1620  -4.7377  4.6259
O  -7.3272  6.8591  -3.8076
C  1.7808  -2.3434  -5.1967

---

# 3
The molecule C2H3NO2 at a distorted geometry. Source: the Open Molecules 2025 dataset; level of theory: the ωB97M-V functional and the def2-TZVPD basis.

Energy above the lowest of the compared OMol25 structures with the same formula, charge and spin ... 70.5 kcal/mol
Orbital gap ... 0.3558 Ha
Charge ... 0
Energy ... -7704.78738 eV
E_LUMO ... 0.0 eV
Molecular weight ... 73.05 g/mol
SMILES ... O=C/C=N\O

Cartesian coordinates (Å):
N  0.6047  -0.9359  0.3981
C  -0.5367  -0.4592  0.1192
H  2.4717  -0.9699  0.4786
O  -0.1212  1.7213  -0.7594
H  -2.0195  1.2394  -0.3007
O  1.7863  -0.2944  0.1574
H  -1.2718  -1.2243  0.2918
C  -0.9136  0.9229  -0.3851

---

# 4
A cluster of 2 separate species, C8H15N4O2 in total at a distorted geometry. Source: the Open Molecules 2025 dataset; level of theory: the ωB97M-V functional and the def2-TZVPD basis.

Energy above the lowest of the compared OMol25 structures with the same formula, charge and spin ... 88.4 kcal/mol
Orbital gap ... 0.3012 Ha
Charge ... +1
Energy ... -18584.77638 eV
E_LUMO ... -4.4 eV
Molecular weight ... 199.23 g/mol

Cartesian coordinates (Å):
H  -0.5777  -2.6514  -0.6064
H  -2.6327  -1.0090  -1.5028
N  0.0769  2.7414  -0.2394
N  1.9733  -1.3483  2.2780
C  -0.1106  1.6361  -1.1853
H  -1.4843  0.8485  1.2487
H  -1.1982  -0.8453  0.9910
H  0.7088  3.4436  -0.5741
H  2.3027  0.2157  3.7526
C  -0.5914  0.4102  -0.6812
N  1.1911  -0.0570  0.7905
O  1.6387  -2.2611  0.1936
C  -0.7126  -2.1492  -1.5300
H  2.1937  -2.1942  2.8066
O  1.2675  1.9088  1.9962
H  -0.1580  -2.7746  -2.2636
N  1.8678  -0.0767  2.8723
H  -0.1785  -0.2644  -2.7019
C  -1.4566  0.1816  0.4253
H  -0.9268  1.8518  -1.9631
H  -2.2174  -1.8442  -3.0012
H  -0.7341  2.9392  0.3039
H  0.8402  1.5558  -1.8354
C  -1.8787  -1.4896  -2.0590
H  0.8774  2.5266  1.2457
C  1.5748  -1.3671  0.9839
H  -2.4996  0.0524  0.1293
C  -0.5859  -0.6365  -1.7699
C  1.4302  0.6567  1.8960